This record from the Open Molecules 2025 dataset describes 19 unconnected molecules or ions with the total composition C45H123N5O19 at a distorted geometry. The level of theory is ωB97M-V with the def2-TZVPD basis set.

Element x y z (Å)
C -11.922 2.640 12.249
C -10.368 2.970 12.198
C -9.593 2.175 13.303
C -9.352 0.694 12.957
C -8.392 0.703 11.761
C -8.950 1.507 10.499
N -9.653 2.800 10.898
O -10.291 3.455 9.921
C -7.624 1.863 9.724
C -9.796 0.508 9.678
C -10.242 4.505 12.642
H -12.525 3.325 11.653
H -12.332 2.701 13.257
H -12.213 1.648 11.903
H -8.661 2.605 13.668
H -10.282 2.075 14.142
H -10.328 0.271 12.717
H -9.031 0.105 13.816
H -8.280 -0.368 11.590
H -7.467 1.200 12.054
H -7.122 2.695 10.218
H -6.957 1.003 9.664
H -7.899 2.217 8.730
H -10.671 0.155 10.224
H -10.175 0.902 8.735
H -9.259 -0.420 9.485
H -10.724 5.213 11.968
H -9.215 4.857 12.736
H -10.651 4.533 13.652
H -11.091 2.932 9.828
C -7.169 -8.584 18.140
C -7.904 -8.469 16.744
C -7.223 -7.352 15.884
C -7.662 -7.350 14.426
C -7.304 -8.619 13.752
C -8.000 -9.901 14.471
N -7.840 -9.827 15.970
O -8.427 -10.816 16.695
C -9.479 -9.917 14.059
C -7.270 -11.175 13.982
C -9.375 -8.017 17.057
H -7.244 -7.689 18.756
H -6.129 -8.822 17.916
H -7.522 -9.458 18.687
H -7.567 -6.380 16.238
H -6.138 -7.282 15.958
H -7.252 -6.498 13.884
H -8.737 -7.215 14.300
H -6.219 -8.657 13.655
H -7.625 -8.542 12.713
H -10.006 -9.140 14.612
H -9.661 -9.615 13.027
H -9.900 -10.883 14.337
H -7.237 -12.063 14.614
H -7.622 -11.548 13.020
H -6.264 -10.784 13.827
H -9.880 -7.619 16.177
H -9.376 -7.210 17.789
H -9.932 -8.744 17.648
H -9.362 -10.715 16.500
C -3.754 2.769 17.834
C -4.982 2.015 18.516
C -5.225 0.738 17.639
C -6.015 -0.382 18.379
C -5.502 -0.689 19.785
C -5.405 0.604 20.661
N -4.742 1.684 19.924
O -4.383 2.776 20.743
C -6.782 1.013 21.099
C -4.545 0.110 21.946
C -6.202 2.851 18.414
H -3.664 3.790 18.203
H -3.877 2.671 16.755
H -2.828 2.212 17.981
H -5.935 0.981 16.848
H -4.268 0.384 17.256
H -6.045 -1.364 17.908
H -7.080 -0.149 18.394
H -4.554 -1.226 19.814
H -6.144 -1.404 20.299
H -7.560 1.028 20.336
H -7.187 0.394 21.900
H -6.753 1.982 21.596
H -4.758 -0.906 22.278
H -3.462 0.168 21.843
H -4.791 0.746 22.796
H -6.441 3.042 17.368
H -6.149 3.815 18.920
H -7.096 2.320 18.740
H -5.165 3.323 20.850
C -9.946 4.922 28.201
C -10.640 4.316 26.931
C -12.153 4.027 27.340
C -13.131 3.753 26.166
C -13.061 4.946 25.177
C -11.623 5.231 24.634
N -10.641 5.294 25.802
O -9.474 5.935 25.535
C -11.158 4.139 23.551
C -11.776 6.665 23.965
C -9.940 3.051 26.585
H -8.988 5.353 27.910
H -9.716 4.185 28.970
H -10.546 5.681 28.704
H -12.146 3.104 27.920
H -12.557 4.731 28.067
H -14.167 3.586 26.461
H -12.948 2.892 25.523
H -13.456 5.824 25.688
H -13.699 4.795 24.306
H -10.319 4.575 23.009
H -10.792 3.191 23.945
H -12.021 3.981 22.905
H -10.882 6.970 23.421
H -12.421 6.717 23.089
H -12.035 7.466 24.658
H -9.936 2.416 27.471
H -8.897 3.184 26.298
H -10.327 2.429 25.779
H -9.602 6.708 26.089
C -14.630 -1.566 23.219
C -15.399 -1.663 21.877
C -15.126 -0.402 21.057
C -13.824 -0.371 20.321
C -13.739 -1.605 19.429
C -14.026 -2.947 20.130
N -15.188 -2.810 21.004
O -15.420 -4.002 21.757
C -14.284 -3.987 19.098
C -12.797 -3.340 20.911
C -16.882 -1.556 22.320
H -15.105 -0.853 23.893
H -13.616 -1.211 23.032
H -14.701 -2.539 23.705
H -15.925 -0.322 20.320
H -15.109 0.440 21.750
H -12.977 -0.493 20.996
H -13.636 0.580 19.821
H -12.838 -1.557 18.818
H -14.529 -1.544 18.680
H -13.716 -3.706 18.211
H -13.833 -4.953 19.327
H -15.260 -4.247 18.687
H -12.993 -4.300 21.389
H -11.881 -3.458 20.332
H -12.514 -2.548 21.604
H -17.421 -1.623 21.375
H -17.338 -0.648 22.715
H -17.215 -2.447 22.854
H -15.926 -4.515 21.123
O -8.616 7.760 16.307
H -7.865 7.363 15.865
H -8.716 7.253 17.113
O -0.391 1.939 20.887
H -1.311 2.181 20.783
H 0.092 2.744 20.700
O 0.632 -1.552 19.956
H 1.086 -1.460 19.119
H 0.244 -0.692 20.116
O -6.300 6.478 22.457
H -6.063 7.277 21.985
H -7.109 6.702 22.915
O -4.106 4.393 25.659
H -4.696 3.998 25.016
H -3.521 3.680 25.916
O 0.035 -0.152 15.947
H 0.649 -0.705 15.464
H -0.600 -0.765 16.316
O -2.607 -3.316 26.002
H -1.695 -3.034 26.070
H -2.675 -3.701 25.128
O -2.809 8.175 18.022
H -2.218 7.546 18.436
H -3.355 8.498 18.739
O -4.639 6.820 14.925
H -4.262 7.235 15.700
H -4.635 7.507 14.259
O 0.599 -0.592 24.452
H 1.413 -0.104 24.582
H 0.535 -0.703 23.504
O -2.307 -2.989 17.196
H -2.732 -3.056 18.051
H -2.160 -3.897 16.929
O 0.814 3.630 15.299
H 0.334 2.802 15.291
H 0.529 4.080 14.504
O -3.205 4.917 12.325
H -3.339 3.996 12.102
H -3.601 5.015 13.191
O -1.721 1.468 26.598
H -1.917 0.950 27.378
H -1.315 0.847 25.993

For the frontier orbital gap, the calculation gives 7.74 eV. The multiplicity is 1. Its energy above the lowest of the compared OMol25 structures with the same formula, charge and spin is 311.9 kJ/mol. For the LUMO energy, the calculation gives -0.158 eV.